11 unconnected molecules or ions with the total composition C32H94N8O14S in a non-equilibrium geometry, computed with wB97M-V/def2-TZVPD.

Atoms and positions in Å:
O  -0.289  1.774  -3.128
H  0.213  1.312  -2.370
H  -1.274  1.633  -3.060
H  -0.134  2.727  -2.990
O  1.344  0.924  2.869
H  0.531  0.538  3.310
H  1.140  1.618  2.164
H  1.945  0.215  2.424
S  -0.259  0.951  0.066
O  0.415  2.050  0.814
O  -0.490  -0.142  1.010
O  -1.530  1.452  -0.487
O  0.592  0.515  -1.081
C  -3.649  1.985  -5.319
C  -3.712  1.707  -3.807
C  -3.426  0.277  -3.406
O  -2.145  -0.161  -3.779
C  -1.735  -1.280  -3.008
N  -2.884  2.682  -3.088
H  -4.557  1.771  -5.885
H  -2.746  1.636  -5.818
H  -3.684  3.073  -5.450
H  -4.747  2.009  -3.599
H  -4.250  -0.301  -3.849
H  -3.644  0.119  -2.343
H  -2.276  -2.174  -3.343
H  -1.987  -1.219  -1.946
H  -0.676  -1.468  -3.174
H  -3.157  3.615  -3.378
H  -3.142  2.689  -2.109
C  2.308  -4.224  -1.401
C  1.009  -3.700  -0.850
C  0.328  -4.693  0.093
O  -0.165  -5.847  -0.596
C  -0.971  -6.684  0.212
N  1.248  -2.372  -0.251
H  2.723  -3.577  -2.177
H  2.100  -5.124  -1.992
H  3.025  -4.564  -0.654
H  0.301  -3.557  -1.676
H  -0.520  -4.141  0.523
H  0.929  -5.050  0.933
H  -0.492  -6.964  1.153
H  -1.183  -7.579  -0.369
H  -1.919  -6.207  0.478
H  1.322  -1.682  -0.995
H  0.412  -2.024  0.219
C  2.996  4.374  1.283
C  2.274  5.012  0.095
C  3.279  5.806  -0.790
O  3.768  6.876  0.009
C  5.175  7.047  -0.087
N  1.592  3.971  -0.667
H  2.293  3.667  1.720
H  3.401  5.080  2.007
H  3.809  3.771  0.867
H  1.544  5.787  0.337
H  2.678  6.329  -1.539
H  4.023  5.134  -1.225
H  5.617  6.160  0.373
H  5.430  7.914  0.523
H  5.524  7.283  -1.095
H  2.310  3.432  -1.145
H  1.176  3.238  -0.065
C  3.764  -2.157  2.802
C  4.126  -1.150  1.741
C  4.881  -1.858  0.563
O  5.457  -1.012  -0.377
C  6.088  -1.698  -1.440
N  2.928  -0.421  1.301
H  3.360  -1.712  3.716
H  4.610  -2.763  3.130
H  2.946  -2.818  2.505
H  4.893  -0.407  1.982
H  4.093  -2.476  0.110
H  5.587  -2.543  1.047
H  5.416  -2.495  -1.779
H  6.985  -2.206  -1.074
H  6.318  -1.033  -2.267
H  2.271  -1.048  0.822
H  3.212  0.333  0.675
C  -4.806  4.420  1.851
C  -4.169  3.202  1.213
C  -4.999  2.401  0.192
O  -6.035  1.722  0.847
C  -6.730  0.794  0.031
N  -2.915  3.610  0.558
H  -4.965  5.193  1.095
H  -4.198  4.903  2.614
H  -5.791  4.159  2.244
H  -3.973  2.443  1.981
H  -4.245  1.687  -0.170
H  -5.367  2.906  -0.711
H  -7.483  0.364  0.688
H  -6.175  -0.031  -0.428
H  -7.212  1.327  -0.795
H  -2.270  3.935  1.273
H  -2.383  2.794  0.206
C  1.005  -1.383  5.753
C  0.193  -1.601  4.466
C  -0.640  -2.855  4.442
O  0.198  -3.998  4.433
C  -0.521  -5.157  4.078
N  -0.566  -0.341  4.300
H  1.676  -2.228  5.935
H  0.403  -1.353  6.665
H  1.618  -0.488  5.665
H  1.038  -1.596  3.773
H  -1.245  -2.872  3.530
H  -1.298  -2.893  5.318
H  -1.189  -4.999  3.226
H  -1.135  -5.597  4.871
H  0.215  -5.905  3.786
H  -1.236  -0.400  3.519
H  -1.228  -0.182  5.053
C  -5.045  -1.313  2.996
C  -3.646  -1.612  2.433
C  -3.649  -2.114  0.996
O  -4.066  -3.453  0.937
C  -3.972  -4.039  -0.339
N  -2.931  -0.332  2.506
H  -5.673  -2.207  3.014
H  -5.541  -0.584  2.353
H  -5.036  -0.932  4.016
H  -3.266  -2.335  3.157
H  -2.614  -2.064  0.628
H  -4.259  -1.441  0.380
H  -2.919  -4.198  -0.589
H  -4.470  -3.359  -1.043
H  -4.533  -4.963  -0.479
H  -2.133  -0.350  1.861
H  -3.545  0.307  2.003
C  5.106  1.926  -2.741
C  3.629  1.602  -2.600
C  3.134  0.497  -3.566
O  3.254  1.134  -4.834
C  2.587  0.424  -5.855
N  3.435  1.094  -1.209
H  5.729  1.163  -2.279
H  5.263  2.879  -2.232
H  5.377  2.120  -3.779
H  3.004  2.483  -2.738
H  2.067  0.347  -3.363
H  3.602  -0.487  -3.464
H  3.111  -0.505  -6.101
H  2.491  0.995  -6.778
H  1.571  0.161  -5.540
H  3.879  0.185  -1.143
H  2.425  1.028  -1.058

## Properties
Frontier orbital gap   9.014 eV
Energy relative to the best compared isomer or geometry (same formula, charge and spin)   0.0 kJ/mol
Spin multiplicity   1